Molecular formula: C37H36BClO3S
Method: DFT, ωB97M-V/def2-TZVPD

Geometry as XYZ:
```
79
Properties=species:S:1:pos:R:3:forces:R:3
Cl -2.9446 4.3727 -5.3022 0.0167 0.2423 -0.3200
S -1.9566 -0.7106 -0.6225 0.5357 -0.6107 -0.1988
O 0.7789 -2.5556 2.3385 0.3931 -0.5976 -0.1118
O 2.0205 -3.3917 0.5173 -0.3092 -0.3252 0.7093
O 0.8092 1.7255 -5.6276 0.7031 0.1602 -0.2975
C -0.5686 4.0884 0.5527 -0.0562 0.2297 0.4744
C -0.2738 2.7478 0.7482 -0.2278 -0.4495 0.3664
C 0.1569 -4.5272 3.4608 -0.2849 -0.3985 0.2239
C -2.4789 1.2580 -2.8273 0.3146 0.6673 -1.2240
C -2.9920 0.1930 1.5152 0.6290 0.3532 0.0424
C -0.6718 4.9386 1.6879 -0.0539 -0.3705 -0.6923
C 2.4005 -1.0118 1.0137 0.1798 -0.3693 0.7313
C 0.7123 2.9959 -6.3022 0.2542 -0.5575 0.3640
C 0.4796 0.4686 0.6542 0.1753 1.1842 0.4886
C 1.0338 1.6845 -4.2895 -0.3312 0.2954 0.6330
C 0.8399 0.4234 -3.6727 -0.7812 0.8318 -0.1971
C -2.9079 4.0082 -2.6240 -0.1569 -0.4954 0.3492
C -2.5759 2.0304 -4.0012 -0.5559 0.2098 0.9008
C 0.0763 3.1676 3.1374 -0.1391 -0.0471 0.1326
C 0.8538 2.7642 -2.1221 0.2781 -0.2967 0.1553
C 0.6639 0.9885 1.9503 -0.3961 0.2002 -1.2379
C -2.7881 3.4112 -3.8802 0.2957 -0.6789 0.7545
C -2.7294 3.2222 -1.4675 0.1613 0.3825 -0.7839
C 0.0912 2.3131 2.0453 0.3341 -0.0371 -0.5680
C 2.5932 -0.3934 2.3350 -0.1648 1.0316 -0.2327
C 2.5035 -3.6544 3.6579 0.0975 0.0981 0.2066
C -2.5932 1.3229 0.8524 -0.5317 0.7204 0.9039
C -2.5724 -1.0140 0.9244 -0.3954 1.0763 0.6556
C -2.7329 -2.3599 1.4915 -0.1026 -0.3813 -0.3832
C 0.6776 -5.3357 0.6440 -0.4073 -0.2324 0.1685
C 1.2376 -0.5734 0.2031 -0.2380 0.0828 -1.4017
C -0.3435 1.4832 -0.1857 4.5700 1.1423 -0.3454
C 1.7400 -4.5264 1.3690 -0.5954 -0.1575 -0.4454
C 1.2948 -3.8526 2.7425 -0.1730 -0.3029 -0.1506
C 1.6847 0.5034 2.7881 0.6934 -0.6735 1.1989
C 0.3014 1.5956 -1.6004 0.1227 0.6239 0.5379
C -0.3733 4.4725 2.9651 -0.0811 0.0823 -0.0652
C -1.7051 1.1231 -0.3552 -6.3858 -0.9591 -1.1805
C 0.2665 0.4612 -2.4126 0.5893 -0.6194 0.0804
C 2.9835 -5.3845 1.4081 0.3350 -0.0212 0.2556
C 1.2234 2.8224 -3.4746 -0.3316 -0.1992 -0.4065
C -2.3478 1.8891 -1.5952 -0.1870 -0.8207 1.0586
B 1.5626 -2.3164 1.2441 1.2241 0.2823 -0.2591
H -2.4669 0.1702 -2.9234 0.3646 0.4344 0.0640
H -1.7638 -2.7751 1.7805 0.0288 -0.1024 -0.0465
H 0.4474 -5.5286 3.7914 -0.1013 0.0091 -0.0345
H 1.5881 3.7627 -3.9065 -0.3882 -0.4057 0.1647
H 2.2659 -2.9841 4.4913 -0.1596 -0.0885 -0.1994
H 1.7087 0.9110 3.7984 0.4360 -0.0813 -0.1648
H 3.4922 -0.6369 2.9094 -0.4500 -0.0700 -0.1259
H -2.8708 3.6570 -0.4777 0.2214 -0.0263 -0.4136
H 0.9365 -0.5099 -4.2254 -0.4215 0.3489 -0.1317
H -2.8009 2.3424 1.2010 -0.0003 -0.5923 -0.1840
H 0.5330 2.7167 -7.3431 0.0772 0.2429 0.1695
H -0.1319 -3.9472 4.3493 0.1763 -0.0937 -0.2633
H 2.8399 -6.2497 2.0603 0.0244 0.0413 -0.0064
H 1.6567 3.5439 -6.2024 -0.2211 0.0292 -0.1561
H -3.1340 5.0703 -2.5428 -0.0276 -0.2655 -0.0412
H 3.1579 -5.7471 0.3952 0.1169 -0.0276 0.0514
H -3.5367 0.1816 2.4623 0.1247 0.1514 -0.3060
H 0.4138 2.8003 4.1062 -0.1553 0.1872 -0.1464
H -3.3654 -2.3172 2.3761 -0.0510 -0.0518 0.0093
H 1.0684 -5.5788 -0.3498 -0.1223 0.0853 0.1521
H 2.8164 -4.6131 4.0868 -0.0063 0.1215 -0.1348
H 0.4999 -6.2765 1.1725 -0.1435 0.0353 -0.0616
H -2.5168 1.5683 -4.9792 -0.1429 0.0128 0.0647
H -3.1933 -3.0186 0.7429 0.0503 -0.1953 0.2592
H -0.2738 -4.8068 0.5188 0.1849 0.0129 0.0986
H 3.8695 -4.8353 1.7343 -0.1278 -0.0664 -0.0326
H -1.0345 5.9567 1.5372 0.2771 -0.2188 0.0913
H 1.0702 -1.0439 -0.7838 0.4712 0.5883 0.7704
H -0.4790 5.1330 3.8247 0.0902 -0.1083 -0.2126
H 3.3129 -1.3181 0.4894 -0.3029 0.3134 -0.1091
H 3.3594 -3.2198 3.1259 -0.2072 -0.0943 0.0560
H -0.1286 3.5940 -5.9206 0.2463 -0.1962 0.0323
H -0.7231 -4.5980 2.8092 0.2436 -0.0562 0.1721
H -0.2940 -0.4197 -2.0590 1.0158 0.3446 -0.2980
H 0.9728 3.6496 -1.4886 0.0030 -0.3789 -0.3364
H -0.7263 4.4988 -0.4449 -0.1404 -0.1346 0.3590
```
Positions in Å, forces in eV/Å.

Calculated values
- HOMO: -4.68 eV
- Maximum force: 6.6 eV Å⁻¹
- LUMO level: -1.23 eV
- Energy relative to the best compared isomer or geometry (same formula, charge and spin): 3.0544 eV